Entry 1:
Computed, not measured: a single C3H2ClN molecule, with ωB97M-V/def2-TZVPD.

Structure (XYZ):
```
7
Properties=species:S:1:pos:R:3
C -0.1996 0.9907 -0.0175
C -0.3320 -0.3489 -0.0571
Cl -1.8893 -1.1722 0.0008
C 0.8540 -0.9827 0.0301
N 1.8944 -1.5036 -0.0351
H -1.0890 1.5795 -0.1653
H 0.7614 1.4372 0.2441
```

Results
E_LUMO (eV): -0.2
SMILES: C=C(Cl)C#N
Kohn-Sham gap (eV): 10.08
F_max (eV/A): 5.927
ΔE to the lowest compared entry with this formula, charge and spin (kcal/mol): 13.4



Entry 2:
Computed, not measured: 2 unconnected molecules or ions with the total composition CH9N2O, with ωB97M-V/def2-TZVPD.

Structure (XYZ):
```
13
Properties=species:S:1:pos:R:3
N -2.9181 0.7732 -0.1890
H -3.6474 0.0901 -0.3827
H -3.3378 1.4017 0.4812
H -0.0713 -0.0950 -0.4447
H -2.6724 1.2105 -1.0597
N 0.4859 -0.6150 0.2399
C 1.9716 -0.5517 -0.0303
O 2.4665 0.5267 0.7189
H 0.2224 -1.6010 0.2431
H 0.0581 -0.2456 1.0986
H 2.3869 -1.4851 0.3543
H 2.1043 -0.4595 -1.1077
H 2.9514 1.0508 0.0781
```

Results
Charge: +1
E_LUMO (eV): -3.6
Kohn-Sham gap (eV): 10.37
F_max (eV/A): 1.735
ΔE to the lowest compared entry with this formula, charge and spin (kcal/mol): 20.7



Entry 3:
Computed, not measured: 2 unconnected molecules or ions with the total composition C5H15NS, with ωB97M-V/def2-TZVPD.

Structure (XYZ):
```
22
Properties=species:S:1:pos:R:3
C -1.3981 0.7434 -3.6864
C -1.0168 0.3001 -2.2780
C -1.3366 1.3725 -1.2296
S -1.2460 0.5967 0.4268
H -1.0710 0.0538 -4.4597
H -0.9952 1.7327 -3.9151
H -2.4861 0.8350 -3.7443
H -1.5889 -0.5917 -2.0136
H 0.0502 0.0865 -2.2092
H -2.3422 1.7663 -1.3604
H -0.5982 2.1698 -1.2648
H -1.1383 1.7678 1.1142
C 1.2710 -0.2174 3.1751
C 1.8569 -1.5002 2.6238
N 1.1658 -1.8916 1.3942
H 0.1987 -0.3302 3.3351
H 1.7607 0.0946 4.0985
H 1.4200 0.6041 2.4680
H 2.9397 -1.3736 2.4798
H 1.7102 -2.3054 3.3479
H 1.2820 -1.1711 0.6877
H 1.5621 -2.7419 1.0100
```

Results
E_LUMO (eV): 1.0
SMILES: CCCS.CCN
Kohn-Sham gap (eV): 9.83
F_max (eV/A): 0.701
ΔE to the lowest compared entry with this formula, charge and spin (kcal/mol): 3.4